DFT (ωB97M-V/def2-TZVPD) results for C66H170F6N14O24S2 as an isolated structure.

Calculated values
lowest unoccupied orbital energy	0.408	eV
HOMO level	-8.54	eV

Positions of all 282 atoms, in Å:
O -3.27 -1.60 0.62
H -3.22 -1.72 1.63
H -2.42 -1.14 0.25
H -4.09 -1.12 0.32
C -1.32 2.14 1.08
F -2.17 1.58 1.93
F -1.47 3.45 1.03
F -0.08 1.89 1.47
S -1.64 1.41 -0.66
O -3.06 1.49 -0.89
O -0.76 2.16 -1.52
N -1.27 -0.21 -0.39
S 0.13 -0.58 -1.00
O 0.11 -0.53 -2.45
O 1.20 0.15 -0.37
C 0.27 -2.46 -0.70
F -0.09 -2.84 0.52
F -0.46 -3.09 -1.59
F 1.56 -2.72 -0.90
C -0.27 3.15 -5.55
C -1.29 2.74 -6.62
C -2.74 3.10 -6.32
O -3.18 2.76 -5.02
C -3.46 1.41 -4.79
N -0.88 3.25 -7.92
H -0.17 4.25 -5.53
H 0.75 2.82 -5.70
H -0.56 2.95 -4.51
H -1.24 1.65 -6.62
H -3.42 2.81 -7.14
H -2.90 4.19 -6.41
H -3.73 1.23 -3.75
H -2.63 0.73 -5.01
H -4.37 1.10 -5.33
H 0.08 3.02 -8.12
H -0.84 4.27 -7.86
C 3.24 -1.63 -3.98
C 4.19 -1.48 -5.18
C 5.35 -2.48 -5.17
O 6.26 -2.15 -4.15
C 7.17 -3.20 -3.89
N 3.35 -1.74 -6.38
H 2.36 -0.99 -4.00
H 3.77 -1.54 -3.03
H 2.87 -2.66 -4.05
H 4.53 -0.44 -5.24
H 5.77 -2.63 -6.17
H 4.92 -3.48 -5.04
H 6.75 -4.20 -3.76
H 7.64 -2.90 -2.95
H 7.92 -3.23 -4.68
H 2.77 -0.94 -6.59
H 4.01 -1.79 -7.16
C 0.01 -5.80 1.51
C -1.38 -5.38 1.95
C -2.32 -6.55 2.11
O -2.51 -7.30 0.90
C -3.05 -6.57 -0.17
N -1.25 -4.75 3.30
H 0.60 -4.88 1.38
H -0.01 -6.20 0.49
H 0.52 -6.45 2.21
H -1.84 -4.61 1.33
H -3.36 -6.29 2.31
H -2.01 -7.20 2.92
H -3.81 -5.85 0.17
H -3.51 -7.28 -0.85
H -2.33 -5.92 -0.67
H -0.72 -5.38 3.89
H -0.62 -3.93 3.22
C 5.13 -7.97 -3.70
C 5.01 -7.22 -2.39
C 3.87 -6.21 -2.45
O 4.18 -5.21 -3.40
C 3.19 -4.19 -3.38
N 4.72 -8.20 -1.34
H 5.39 -7.40 -4.59
H 4.22 -8.54 -3.87
H 5.89 -8.76 -3.72
H 5.94 -6.69 -2.14
H 3.78 -5.75 -1.46
H 2.94 -6.75 -2.66
H 3.09 -3.82 -2.35
H 2.25 -4.57 -3.79
H 3.45 -3.29 -3.94
H 4.61 -7.82 -0.40
H 5.49 -8.86 -1.29
C -0.85 9.79 0.64
C -1.08 8.37 0.09
C -1.24 7.28 1.16
O -0.18 7.23 2.10
C 1.01 6.78 1.47
N -2.28 8.39 -0.74
H -0.05 9.73 1.38
H -1.71 10.23 1.13
H -0.50 10.45 -0.16
H -0.18 8.13 -0.50
H -1.21 6.27 0.73
H -2.23 7.41 1.60
H 1.33 7.57 0.78
H 0.86 5.82 0.99
H 1.76 6.69 2.26
H -2.52 7.44 -1.01
H -1.92 8.69 -1.65
C -0.01 -5.27 -3.82
C 0.11 -4.52 -5.16
C -0.27 -3.06 -5.00
O -0.64 -2.62 -6.30
C -1.22 -1.33 -6.37
N 1.43 -4.84 -5.72
H 0.67 -4.92 -3.05
H 0.23 -6.33 -3.89
H -1.05 -5.18 -3.48
H -0.72 -4.91 -5.76
H 0.54 -2.45 -4.59
H -1.12 -2.98 -4.31
H -1.55 -1.06 -7.36
H -0.55 -0.58 -5.94
H -2.08 -1.33 -5.69
H 1.30 -4.74 -6.73
H 2.08 -4.07 -5.54
C 3.25 2.20 -3.72
C 2.68 3.48 -4.32
C 2.97 4.74 -3.53
O 2.45 4.66 -2.22
C 1.07 4.83 -2.03
N 3.22 3.55 -5.71
H 4.31 2.16 -3.98
H 2.77 1.33 -4.16
H 3.11 2.20 -2.64
H 1.60 3.35 -4.44
H 2.56 5.63 -4.02
H 4.05 4.87 -3.42
H 0.72 5.80 -2.40
H 0.84 4.70 -0.98
H 0.50 4.12 -2.65
H 2.89 4.44 -6.10
H 4.21 3.80 -5.65
C 1.61 -2.26 2.99
O 0.23 -2.38 3.24
C -0.44 -1.13 3.16
C -1.78 -1.13 3.91
N -2.71 -2.10 3.28
C -3.97 -2.06 4.05
C -4.95 -3.12 3.57
O -5.12 -2.93 2.17
C -5.89 -3.96 1.60
H 2.16 -1.74 3.78
H 1.81 -1.81 2.01
H 2.10 -3.23 2.92
H -0.66 -0.80 2.14
H 0.23 -0.38 3.58
H -2.20 -0.13 3.94
H -1.63 -1.42 4.96
H -2.30 -3.03 3.34
H -4.48 -1.10 4.02
H -3.74 -2.38 5.08
H -5.92 -3.00 4.05
H -4.54 -4.13 3.73
H -6.23 -3.76 0.58
H -6.85 -4.18 2.09
H -5.29 -4.87 1.60
C 2.70 3.66 1.03
O 3.65 2.89 1.76
C 3.54 1.51 1.51
C 4.50 0.58 2.23
N 4.37 0.65 3.71
C 5.27 -0.34 4.28
C 5.33 -0.21 5.80
O 6.11 -1.22 6.37
C 6.11 -1.14 7.77
H 2.35 3.23 0.09
H 3.04 4.68 0.90
H 1.79 3.56 1.64
H 3.54 1.28 0.44
H 2.53 1.18 1.79
H 5.52 0.90 1.98
H 4.27 -0.45 1.97
H 4.67 1.60 3.90
H 6.28 -0.24 3.86
H 4.93 -1.35 4.02
H 4.31 -0.21 6.22
H 5.64 0.83 6.02
H 6.49 -0.21 8.20
H 6.67 -1.95 8.22
H 5.13 -1.33 8.23
C -6.72 5.23 2.46
O -5.57 4.74 1.80
C -5.21 5.56 0.72
C -3.93 5.02 0.12
N -3.57 5.64 -1.15
C -2.54 4.85 -1.80
C -2.05 5.48 -3.10
O -1.29 6.66 -2.82
C -0.63 7.08 -4.00
H -6.46 6.23 2.84
H -6.94 4.67 3.36
H -7.60 5.33 1.81
H -5.11 6.59 1.07
H -5.93 5.56 -0.11
H -4.10 3.94 -0.02
H -3.08 5.15 0.79
H -4.40 5.74 -1.73
H -3.00 3.88 -2.01
H -1.61 4.62 -1.27
H -2.92 5.73 -3.73
H -1.50 4.71 -3.64
H -1.35 7.20 -4.81
H 0.23 6.44 -4.22
H -0.23 8.08 -3.77
C -5.51 1.80 4.87
O -6.27 1.24 3.84
C -5.60 1.23 2.60
C -6.34 0.31 1.62
N -5.61 0.15 0.35
C -6.46 -0.63 -0.55
C -5.79 -0.95 -1.86
O -4.67 -1.77 -1.59
C -3.91 -2.15 -2.72
H -5.15 2.82 4.64
H -4.69 1.15 5.19
H -6.17 2.02 5.71
H -4.57 0.83 2.64
H -5.52 2.27 2.27
H -7.32 0.76 1.42
H -6.40 -0.67 2.09
H -5.29 1.01 -0.05
H -7.47 -0.23 -0.71
H -6.70 -1.59 -0.08
H -5.48 -0.05 -2.40
H -6.47 -1.55 -2.48
H -3.55 -1.33 -3.35
H -4.51 -2.86 -3.31
H -3.04 -2.68 -2.34
C 3.55 -6.29 1.52
O 4.71 -7.04 1.26
C 5.81 -6.60 2.05
C 6.41 -5.29 1.53
N 5.82 -4.10 2.13
C 6.05 -2.90 1.31
C 4.87 -2.68 0.36
O 5.04 -1.49 -0.36
C 3.92 -1.04 -1.08
H 3.53 -5.30 1.05
H 3.46 -6.01 2.58
H 2.64 -6.77 1.16
H 6.60 -7.35 1.98
H 5.52 -6.53 3.10
H 6.39 -5.31 0.44
H 7.46 -5.37 1.86
H 6.13 -3.93 3.07
H 7.00 -3.05 0.79
H 6.15 -2.02 1.94
H 3.96 -2.62 0.97
H 4.73 -3.56 -0.28
H 3.02 -0.97 -0.45
H 3.67 -1.76 -1.88
H 4.06 -0.06 -1.52
C -2.95 4.82 3.51
O -2.54 4.26 4.76
C -1.66 3.18 4.64
C -1.18 2.78 6.04
N -1.85 1.58 6.55
C -1.38 1.21 7.88
C -2.06 2.03 8.99
O -3.45 1.94 8.91
C -4.13 2.93 9.62
H -3.35 5.82 3.62
H -3.59 4.17 2.92
H -2.01 4.88 2.94
H -0.77 3.42 4.04
H -2.20 2.33 4.20
H -1.39 3.60 6.75
H -0.09 2.70 6.11
H -2.84 1.74 6.69
H -0.30 1.30 8.03
H -1.53 0.14 8.02
H -1.64 3.04 8.83
H -1.73 1.85 10.02
H -5.21 2.85 9.49
H -3.81 3.95 9.39
H -3.91 2.82 10.69